A single C3H3NO molecule in a non-equilibrium geometry. Source: OMol25; level of theory: wB97M-V/def2-TZVPD.

Structure (XYZ):
```
8
Properties=species:S:1:pos:R:3:forces:R:3:mulliken_charge:R:1
O 0.494 -1.105 -0.254 1.3 -0.8 -0.5 -0.1701
C 1.259 -0.012 0.026 -0.1 -0.3 -0.3 0.0289
C 0.539 1.088 0.351 0.2 2.0 0.4 -0.7284
C -0.760 0.600 0.275 2.0 0.7 1.6 -0.1523
N -0.737 -0.731 0.028 -5.0 0.0 -3.0 -0.0770
H 2.303 -0.266 -0.072 0.1 0.2 0.1 0.3876
H -1.386 -0.633 -0.881 1.5 -1.7 1.9 0.3404
H -1.713 1.058 0.526 0.1 -0.1 -0.3 0.3709
```
Positions in Å, forces in eV/Å.

- calculated total energy (eV) = -6691.8440
- SMILES string = C1=CNOC=1
- 2S+1 = 1
- F_max (eV Å⁻¹) = 5.832
- highest occupied orbital energy (eV) = -8.002
- orbital gap (eV) = 7.99
- relative energy (zero: lowest compared OMol25 entry of this formula, charge and spin) (kcal/mol) = 107.2
- LUMO (hartree) = -0.001


A single C3H3NO molecule in a non-equilibrium geometry. Source: OMol25; level of theory: wB97M-V/def2-TZVPD.

Structure (XYZ):
```
8
Properties=species:S:1:pos:R:3:forces:R:3:mulliken_charge:R:1
C -1.139 -0.232 -0.093 -2.8 0.8 -0.1 0.0207
C 0.263 0.489 0.085 -1.0 -0.5 -1.7 -0.2502
C 1.360 -0.424 -0.055 3.0 -2.4 0.9 0.2155
H -2.082 0.424 -0.332 2.0 0.0 0.2 0.3006
H 0.471 1.268 -0.682 -0.9 -0.3 0.3 0.2496
H 0.314 0.981 1.034 -0.2 0.2 0.7 0.2486
N 2.297 -1.125 -0.018 -2.2 1.6 -0.4 -0.3782
O -1.484 -1.380 0.061 2.0 0.7 0.0 -0.4067
```
Positions in Å, forces in eV/Å.

- calculated total energy (eV) = -6695.7247
- SMILES string = N#CCC=O
- 2S+1 = 1
- F_max (eV Å⁻¹) = 3.936
- highest occupied orbital energy (eV) = -10.619
- orbital gap (eV) = 11.13
- relative energy (zero: lowest compared OMol25 entry of this formula, charge and spin) (kcal/mol) = 17.7
- LUMO (hartree) = 0.019


A single C3H3NO molecule in a non-equilibrium geometry. Source: OMol25; level of theory: wB97M-V/def2-TZVPD.

Structure (XYZ):
```
8
Properties=species:S:1:pos:R:3:forces:R:3:mulliken_charge:R:1
C -0.884 -0.561 -0.012 -0.6 0.3 -1.1 -0.2051
C -0.714 0.778 -0.138 1.3 3.0 2.1 -0.0734
C 1.259 -0.226 -0.077 -0.1 -2.5 1.1 0.1472
H -1.873 -1.108 0.072 1.6 0.7 -0.2 0.3117
H -1.287 1.804 0.119 1.3 -3.0 -1.0 0.2757
H 2.370 -0.498 0.206 -2.3 1.2 -1.2 0.2910
N 0.347 -1.213 -0.112 1.3 1.9 0.8 -0.4763
O 0.781 1.025 -0.058 -2.5 -1.7 -0.5 -0.2707
```
Positions in Å, forces in eV/Å.

- calculated total energy (eV) = -6695.3549
- SMILES string = c1cocn1
- 2S+1 = 1
- F_max (eV Å⁻¹) = 3.918
- highest occupied orbital energy (eV) = -9.616
- orbital gap (eV) = 10.68
- relative energy (zero: lowest compared OMol25 entry of this formula, charge and spin) (kcal/mol) = 26.2
- LUMO (hartree) = 0.039


A molecular structure, C3H3NO2 in a non-equilibrium geometry. Source: OMol25; level of theory: wB97M-V/def2-TZVPD.

Structure (XYZ):
```
9
Properties=species:S:1:pos:R:3:forces:R:3:mulliken_charge:R:1
O 2.079 0.210 0.488 0.2 -0.3 0.4 -0.4397
C 0.932 -0.158 -0.062 0.2 -0.7 -0.4 0.4426
N 0.547 -1.063 -0.838 -0.2 2.3 0.0 -0.3947
O -1.717 -1.214 0.441 -0.5 0.5 0.3 -0.4521
C -1.564 -0.032 0.248 0.0 -0.9 0.5 -0.0124
C -0.293 0.521 -0.258 -0.1 -0.7 -0.2 -0.2215
H 2.714 -0.475 0.222 0.2 0.2 0.2 0.3721
H -2.388 0.676 0.431 0.1 0.2 -0.1 0.3385
H -0.310 1.536 -0.672 0.1 -0.6 -0.6 0.3672
```
Positions in Å, forces in eV/Å.

- calculated total energy (eV) = -8741.2682
- 2S+1 = 1
- F_max (eV Å⁻¹) = 2.322
- highest occupied orbital energy (eV) = -9.968
- orbital gap (eV) = 9.40
- relative energy (zero: lowest compared OMol25 entry of this formula, charge and spin) (kcal/mol) = 89.1
- LUMO (hartree) = -0.021